# 1
This record from OMol25 describes a structure of composition C28H52NO7PTi. The level of theory is ωB97M-V/def2-TZVPD.

Computed properties:
**Charge**: +1
**ΔE to the lowest compared entry with this formula, charge and spin**: 26.0 kcal/mol
**Highest occupied orbital energy (alpha / beta)**: -10.64 / -12.66 eV
**Multiplicity**: 2

Each line ends with the Löwdin charge.
Cartesian coordinates (Å):
Ti -0.27 1.19 -1.70  1.10
P 0.33 -0.62 1.15  0.93
O 1.49 1.57 -2.01  -0.16
O -1.64 1.67 -4.09  -0.08
O 0.01 -0.31 -0.33  -0.40
O 2.46 2.71 -0.31  0.14
O -1.81 1.87 -0.98  -0.16
O -3.56 2.97 -1.88  0.14
O -0.43 -0.52 -2.97  -0.30
N -0.23 3.45 -2.43  -0.18
C -0.74 0.48 2.15  -0.30
C 2.98 -0.51 0.24  -0.17
C -0.93 -2.95 0.35  -0.19
C -1.56 -1.40 -3.16  -0.21
C -2.42 2.93 -1.54  -0.55
C 4.10 -2.43 1.42  -0.19
C 0.03 -2.40 1.43  -0.32
C -0.37 2.74 4.20  -0.18
C 1.80 2.68 -1.31  -0.55
C -0.83 0.30 3.69  -0.18
C 0.79 -1.10 -5.03  -0.04
C -1.57 3.05 -4.49  -0.19
C -2.80 -0.94 -2.42  -0.04
C -0.41 -2.81 2.85  -0.18
C 3.23 -2.22 2.66  -0.19
C -1.93 -2.94 2.94  -0.19
C 2.08 -0.22 1.46  -0.33
C -1.37 1.58 4.33  -0.18
C 0.79 -1.10 -3.52  -0.21
C -0.40 1.96 1.80  -0.19
C 2.69 -0.79 2.76  -0.16
C -2.42 -4.08 2.03  -0.18
C -0.30 3.60 -3.90  -0.14
C 3.41 -1.97 0.14  -0.19
C 1.11 3.89 -1.92  -0.04
C 0.43 2.64 2.89  -0.18
C -1.50 -4.29 0.82  -0.18
C -1.40 4.05 -1.74  -0.05
H -2.58 -0.74 -1.38  0.06
H -1.11 4.39 -0.75  0.14
H -3.25 -0.05 -2.84  0.07
H 0.88 -2.10 -3.11  0.13
H -1.84 4.88 -2.29  0.14
H 3.52 -0.13 3.03  0.13
H 3.81 -2.42 3.56  0.12
H -0.21 4.66 -4.18  0.14
H 0.40 -0.15 -5.40  0.08
H 1.72 4.27 -2.73  0.14
H -3.54 -1.74 -2.46  0.10
H -0.90 3.69 4.26  0.11
H -2.48 -5.01 2.61  0.11
H -2.32 1.84 3.85  0.12
H 2.53 -2.60 -0.06  0.10
H 1.81 -1.23 -5.40  0.09
H -2.39 -1.99 2.62  0.10
H 0.18 -1.91 -5.44  0.08
H -1.26 -2.38 -2.82  0.12
H -2.49 1.32 -4.36  0.11
H 2.41 -2.94 2.67  0.09
H 2.50 -0.18 -0.67  0.07
H -1.48 -0.53 3.93  0.09
H -1.76 -1.45 -4.22  0.12
H -1.34 2.51 1.69  0.12
H 1.01 -2.83 1.26  0.09
H 1.97 -0.72 3.59  0.09
H 5.02 -1.84 1.54  0.12
H -2.05 -4.76 0.00  0.11
H 1.35 2.09 3.06  0.10
H -1.53 3.15 -5.57  0.13
H -2.24 -3.10 3.97  0.12
H 3.87 0.11 0.36  0.13
H 4.08 -2.10 -0.72  0.12
H 0.03 -3.78 3.08  0.12
H 1.60 -0.51 -3.14  0.10
H 0.32 2.71 5.05  0.11
H -0.68 -4.97 1.07  0.12
H 4.40 -3.47 1.35  0.11
H -1.72 0.25 1.71  0.13
H -3.44 -3.86 1.69  0.11
H 0.54 3.06 -4.32  0.13
H -0.40 -3.05 -0.59  0.11
H -1.60 1.39 5.38  0.12
H 1.02 4.67 -1.17  0.14
H -0.03 -2.13 3.61  0.09
H 0.11 2.03 0.85  0.06
H 2.02 0.87 1.55  0.09
H -1.76 -2.26 0.18  0.10
H 0.15 0.09 4.12  0.10
H -2.45 3.59 -4.12  0.12
H 0.73 3.63 2.55  0.12

---

# 2
This record from OMol25 describes a cluster of 2 separate species, C10H7N6O5 in total. The level of theory is ωB97M-V/def2-TZVPD.

Computed properties:
**Charge**: -1
**Highest occupied orbital energy**: -3.34 eV
**Multiplicity**: 1

Each line ends with the Löwdin charge.
Cartesian coordinates (Å):
O -1.33 8.20 -3.81  0.07
O -3.04 7.55 -2.61  0.04
O 1.42 5.13 -5.06  -0.08
O -2.59 1.43 -1.99  0.07
O -4.05 3.03 -1.58  0.04
N 0.51 6.11 -4.67  0.16
N -2.93 2.63 -2.00  -0.31
N 1.11 3.83 -4.56  0.19
N 0.64 1.93 -0.51  0.01
N -1.98 7.30 -3.24  -0.31
N 2.23 0.83 0.71  0.00
C 1.59 1.71 1.53  -0.26
C 0.55 2.36 0.79  -0.25
C -2.37 4.96 -2.60  0.10
C 2.00 0.17 -1.68  -0.09
C 0.01 4.06 -3.78  -0.20
C -0.74 3.15 -3.00  0.12
C -1.59 5.91 -3.25  -0.06
C -1.99 3.60 -2.51  -0.10
C 1.63 0.97 -0.52  -0.51
C -0.38 5.43 -3.91  -0.15
H -0.20 3.04 1.16  0.05
H 1.26 0.36 -2.46  0.05
H -0.42 2.11 -2.99  0.11
H 3.01 0.46 -2.03  0.06
H 1.87 1.89 2.56  0.05
H 2.02 -0.90 -1.42  0.06
H -3.29 5.29 -2.12  0.13

---

# 3
This record from OMol25 describes a structure of composition C12H16N3O4PYb. The level of theory is ωB97M-V/def2-TZVPD.

Computed properties:
**Charge**: +3
**Highest occupied orbital energy (alpha / beta)**: -19.07 / -18.59 eV
**Multiplicity**: 2

Each line ends with the Löwdin charge.
Cartesian coordinates (Å):
Yb 0.02 -0.34 -3.16  1.07
P 0.05 -0.19 0.44  1.03
O -2.94 0.35 -1.51  0.19
O 3.02 0.09 -1.45  0.18
O 0.00 2.58 -1.11  0.17
O -0.23 -3.35 -1.05  0.16
N 0.08 -1.31 2.97  -0.09
N 1.16 0.89 2.80  0.04
N -1.26 0.74 2.72  -0.08
C 1.41 0.81 1.35  -0.21
C 0.05 1.62 -1.74  -0.15
C -1.17 -0.62 3.34  -0.09
C -0.11 1.55 3.13  -0.12
C -1.43 0.62 1.27  -0.28
C 1.21 -0.48 3.41  -0.09
C -0.14 -2.40 -1.68  -0.03
C 0.03 0.81 -5.87  -0.06
C -1.91 0.04 -1.95  -0.10
C -0.03 -0.53 -5.92  -0.12
C 1.97 -0.11 -1.91  -0.10
C 0.14 -1.68 1.57  -0.29
H 1.44 1.80 0.87  0.10
H -1.99 -1.23 2.91  0.15
H -0.15 2.52 2.60  0.16
H -1.57 1.60 0.78  0.10
H 1.18 -0.40 4.50  0.17
H 1.08 -2.19 1.30  0.11
H 0.87 -1.16 -6.02  0.08
H -0.16 1.75 4.22  0.17
H -0.86 1.44 -5.93  0.09
H 0.98 1.36 -5.91  0.09
H -2.33 0.01 1.09  0.11
H 2.39 0.31 1.18  0.11
H 2.13 -0.96 3.04  0.15
H -0.99 -1.06 -6.03  0.09
H -0.71 -2.32 1.29  0.11
H -1.23 -0.55 4.43  0.16

---

# 4
This record from OMol25 describes a cluster of 4 separate species, C2H12NO3 in total. The level of theory is ωB97M-V/def2-TZVPD.

Computed properties:
**Charge**: +1
**ΔE to the lowest compared entry with this formula, charge and spin**: 29.1 kcal/mol
**Highest occupied orbital energy**: -13.96 eV
**Multiplicity**: 1

Each line ends with the Löwdin charge.
Cartesian coordinates (Å):
O -0.70 -3.51 0.39  -0.02
O -0.46 4.61 -2.36  -0.07
O 2.47 -0.79 0.76  -0.02
N -0.33 -0.92 -0.40  0.18
C -0.96 0.01 0.58  -0.14
C -0.39 1.09 1.06  0.07
H -1.03 1.67 1.71  0.08
H -1.88 -0.45 0.91  0.12
H -0.56 -1.92 -0.17  0.10
H 0.50 4.66 -2.43  0.03
H 0.69 -0.90 -0.41  0.12
H -0.35 -3.49 1.28  0.07
H -0.65 4.24 -3.24  0.04
H 2.98 -0.02 0.79  0.03
H 0.58 1.53 0.90  0.08
H 2.08 -0.84 1.64  0.06
H -1.26 -4.28 0.29  0.08
H -0.72 -0.67 -1.31  0.17

---

# 5
This record from OMol25 describes the molecule C10H12N2O2S. The level of theory is ωB97M-V/def2-TZVPD.

Computed properties:
**Charge**: 0
**ΔE to the lowest compared entry with this formula, charge and spin**: 111.9 kcal/mol
**Highest occupied orbital energy (alpha / beta)**: -7.03 / -7.08 eV
**Multiplicity**: 1

Each line ends with the Löwdin charge.
Cartesian coordinates (Å):
S -0.68 1.53 -2.09  0.48
O -1.70 0.98 2.31  0.05
O 0.32 0.34 3.10  0.13
N -0.55 0.46 2.23  -0.31
N -1.52 -0.45 0.42  0.13
C 3.01 -1.57 0.06  -0.05
C -0.36 -0.17 1.06  -0.14
C 3.82 -0.47 0.35  -0.08
C -1.54 -0.78 -0.98  -0.21
C 1.04 -0.40 0.60  -0.16
C 1.84 0.80 0.75  0.01
C 1.60 -1.57 0.13  0.00
C 3.24 0.75 0.53  -0.06
C -2.05 0.40 -1.87  -0.79
C -3.23 1.19 -1.25  -0.16
H 1.05 -2.38 -0.09  0.08
H -2.09 -1.69 -1.19  0.13
H -4.00 0.56 -1.04  0.03
H 3.47 -2.48 -0.11  0.08
H -3.65 1.95 -1.95  0.09
H -2.34 -0.10 -2.80  0.08
H -0.51 -1.01 -1.22  0.08
H 1.28 1.67 1.20  0.14
H -2.78 1.73 -0.41  0.06
H -2.28 -0.21 1.07  0.15
H 4.88 -0.74 0.45  0.12
H 3.73 1.66 0.73  0.10

---

# 6
This record from OMol25 describes a cluster of 9 separate species, C3H24N6O9 in total. The level of theory is ωB97M-V/def2-TZVPD.

Computed properties:
**Charge**: +1
**ΔE to the lowest compared entry with this formula, charge and spin**: 0.0 kcal/mol
**Highest occupied orbital energy (alpha / beta)**: -11.57 / -11.57 eV
**Multiplicity**: 2

Each line ends with the Löwdin charge.
Cartesian coordinates (Å):
O -2.92 1.25 0.54  -0.03
O 0.04 0.88 0.00  -0.05
O -0.94 2.69 2.39  -0.04
O -2.45 -2.65 0.47  -0.04
O -0.65 2.95 -1.62  -0.03
O 0.41 -2.04 0.93  -0.02
O 2.58 1.52 -1.03  -0.04
O 3.13 0.94 1.63  0.39
O -1.90 -1.62 -3.02  0.00
N 2.35 1.59 3.64  0.25
N 2.09 -3.34 0.03  0.17
N 1.57 -0.14 2.78  0.26
N -1.98 0.54 -2.46  0.17
N 0.14 -3.21 -0.95  0.20
N -0.66 -0.07 -4.03  0.18
C -1.50 -0.45 -3.15  -0.78
C 0.86 -2.78 0.06  -0.69
C 2.43 0.77 2.64  -0.61
H 2.93 2.41 3.73  0.16
H 2.62 1.24 -1.95  0.05
H -2.56 0.27 -1.68  0.10
H -3.14 2.14 0.82  0.05
H 1.57 -0.80 2.02  0.10
H 2.64 -3.07 0.83  0.11
H 1.50 1.54 4.18  0.14
H -0.80 -2.87 -1.02  0.09
H -0.06 0.01 0.38  0.03
H -0.53 2.26 3.15  0.01
H -0.30 -0.70 -4.75  0.13
H -2.15 -3.52 0.73  0.04
H -0.54 3.80 -2.04  0.07
H 1.20 -0.45 3.67  0.17
H -0.84 2.06 1.68  -0.02
H -1.60 1.48 -2.48  0.06
H -0.82 1.09 -0.36  0.00
H -0.51 0.93 -4.03  0.11
H -0.43 3.10 -0.70  0.04
H 0.51 -3.91 -1.57  0.13
H 1.70 1.28 -0.75  -0.03
H -3.47 0.69 1.08  0.06
H 2.46 -3.77 -0.81  0.12
H -1.97 -2.04 1.03  0.01

---

# 7
This record from OMol25 describes the ion C13H19BrF2N4O5P with charge +1. The level of theory is ωB97M-V/def2-TZVPD.

Computed properties:
**Charge**: +1
**SMILES**: C=CC[C@]1(Br)OCN(N(C(=O)F)C(=O)F)C(N(C=C)C[C@H](C)O)=[N+]1[PH2]=O
**Highest occupied orbital energy**: -12.59 eV
**Multiplicity**: 1

Each line ends with the Löwdin charge.
Cartesian coordinates (Å):
Br 2.34 0.69 2.87  0.87
P 2.33 0.20 -1.22  0.74
F -2.01 -3.08 -0.66  0.19
F -2.49 -0.94 -2.38  0.18
O -0.71 0.20 -2.98  0.23
O -1.87 2.58 -1.88  -0.01
O 0.79 -1.28 1.86  -0.08
O 3.66 0.80 -1.11  -0.35
O -0.71 -3.58 -2.35  0.26
N -0.57 -1.03 -0.04  0.04
N -0.64 1.31 0.23  0.09
N -0.46 -1.51 -1.42  0.11
N 1.44 0.34 0.28  -0.12
C 0.02 2.58 0.41  -0.10
C 0.17 -1.99 0.84  -0.12
C -0.44 3.53 1.25  0.10
C -4.11 2.05 -1.09  -0.02
C -2.12 1.35 0.17  -0.05
C -2.68 2.44 -0.74  -0.42
C 1.89 -0.53 1.41  -0.82
C 3.11 -1.40 1.12  -0.22
C -1.19 -0.65 -2.33  -0.48
C 3.67 -3.58 2.19  0.03
C -1.06 -2.83 -1.53  -0.50
C 3.37 -2.29 2.32  -0.18
C 0.05 0.23 0.14  -0.27
H 0.92 2.75 -0.17  0.13
H 3.53 -4.26 3.02  0.07
H -2.34 3.16 -2.49  0.12
H -0.63 3.30 2.30  0.09
H 2.95 -2.10 0.30  0.10
H 3.28 -1.90 3.33  0.08
H -2.53 0.38 -0.09  0.13
H 2.36 -1.14 -1.63  0.04
H 1.51 0.93 -2.10  0.04
H -0.56 -2.65 1.30  0.15
H -2.46 1.57 1.18  0.16
H -0.59 4.54 0.92  0.09
H -4.64 1.67 -0.22  0.09
H 4.00 -0.79 0.96  0.12
H 4.03 -4.02 1.26  0.07
H -4.66 2.91 -1.47  0.09
H -4.10 1.26 -1.84  0.09
H -2.72 3.38 -0.19  0.13
H 0.87 -2.60 0.27  0.15

---

# 8
This record from OMol25 describes the ion C7H13N4 with charge +1. The level of theory is ωB97M-V/def2-TZVPD.

Computed properties:
**Charge**: +1
**ΔE to the lowest compared entry with this formula, charge and spin**: 20.8 kcal/mol
**Highest occupied orbital energy (alpha / beta)**: -10.06 / -13.61 eV
**Multiplicity**: 3

Each line ends with the Löwdin charge.
Cartesian coordinates (Å):
N -1.09 0.68 0.23  0.15
N 1.23 0.95 0.83  0.04
N 2.54 -1.06 0.23  0.16
N -0.83 -1.57 -0.62  0.11
C 1.68 -1.62 -0.50  -0.09
C 2.51 0.17 0.93  -0.16
C -2.74 -1.17 0.84  -0.02
C 0.62 1.57 -1.48  0.00
C -1.85 -0.54 -0.33  -0.28
C 0.32 0.67 -0.26  -0.37
C 0.29 -1.06 -0.66  -0.17
H 1.30 1.94 0.95  0.13
H 0.59 2.58 -1.21  0.06
H 0.08 1.18 -2.34  0.09
H 1.81 -2.72 -0.80  0.17
H -1.97 -1.53 1.62  0.11
H -1.00 0.37 1.14  0.11
H 1.75 1.50 -1.84  0.15
H 2.53 -0.05 2.04  0.15
H 3.37 0.71 0.62  0.11
H -3.38 -0.32 1.11  0.07
H -3.57 -1.90 0.61  0.11
H -1.69 1.55 0.14  0.23
H -2.48 -0.34 -1.24  0.17